<A>
C4H6N2O | ωB97M-V/def2-TZVPD

Calculated values
net charge	0
HOMO	-9.85	eV
HOMO-LUMO gap	10.70	eV

CARTESIAN COORDINATES (ANGSTROEM)
C1 -2.362 -0.112 0.030
C2 -1.037 0.460 -0.291
N1 -0.463 1.255 -1.067
C3 0.362 0.638 0.050
C4 1.387 -0.373 -0.385
N2 2.468 -0.473 0.443
O1 1.254 -1.050 -1.388
H1 -3.070 0.090 -0.776
H2 -2.292 -1.190 0.200
H3 -2.734 0.350 0.951
H4 0.642 1.312 0.863
H5 2.611 0.151 1.219
H6 3.234 -1.059 0.151

***

<B>
C4H6N2O | ωB97M-V/def2-TZVPD

Calculated values
net charge	0
HOMO	-8.64	eV
HOMO-LUMO gap	9.28	eV

CARTESIAN COORDINATES (ANGSTROEM)
C1 1.260 1.876 -0.385
C2 -0.002 1.407 -0.144
C3 -0.682 0.370 -0.866
N1 -0.912 -0.861 -0.557
C4 -0.289 -1.254 0.648
N2 -0.626 -2.519 1.009
O1 0.476 -0.553 1.298
H1 1.993 1.396 -1.036
H2 0.060 2.474 -0.751
H3 1.591 2.780 0.130
H4 -1.185 0.733 -1.768
H5 -0.328 -2.853 1.911
H6 -1.358 -2.998 0.512

***

<C>
C4H6N2O | ωB97M-V/def2-TZVPD

Calculated values
net charge	0
HOMO	-9.41	eV
HOMO-LUMO gap	10.27	eV

CARTESIAN COORDINATES (ANGSTROEM)
C1 -0.201 -0.757 0.445
C2 0.591 -1.407 -0.528
N1 -0.069 -1.590 -1.663
N2 -1.278 -1.065 -1.428
C3 -1.408 -0.551 -0.183
H1 0.061 -0.463 1.451
H2 1.615 -1.750 -0.446
H3 -1.969 -1.089 -2.160
H4 -2.325 -0.089 0.154
C4 1.253 2.190 1.084
O1 0.200 2.204 1.670
H5 1.949 3.052 1.113
H6 1.581 1.315 0.491

***

<D>
C4H6N2O | ωB97M-V/def2-TZVPD

Calculated values
net charge	0
HOMO	-9.54	eV
HOMO-LUMO gap	10.48	eV

CARTESIAN COORDINATES (ANGSTROEM)
O1 0.182 -2.110 -1.305
C1 -0.831 -1.398 -0.721
C2 -0.311 -0.150 0.032
C3 -0.249 0.140 1.398
C4 0.316 1.374 1.470
N1 0.636 1.665 0.146
N2 0.242 0.756 -0.736
H1 0.709 -1.355 -2.026
H2 -1.681 -0.830 -1.545
H3 -1.425 -1.886 0.227
H4 -0.516 -0.350 2.428
H5 0.750 2.075 2.439
H6 1.022 2.486 -0.024

***

<A> is favored, and the nearest alternative lies 0.0151 hartree above it.

***

<A>
C4H6N2O | ωB97M-V/def2-TZVPD

Calculated values
net charge	0
HOMO	-7.21	eV
HOMO-LUMO gap	8.11	eV

CARTESIAN COORDINATES (ANGSTROEM)
N1 -2.258 -0.526 -0.023
C1 -0.926 -0.063 -0.055
C2 -0.350 1.150 -0.305
C3 1.074 0.989 -0.182
C4 1.293 -0.328 0.110
O1 2.423 -1.059 0.318
N2 0.088 -0.970 0.193
H1 -2.884 0.181 -0.386
H2 -2.553 -0.742 0.926
H3 -0.848 2.063 -0.609
H4 1.816 1.777 -0.236
H5 3.159 -0.501 0.042
H6 -0.033 -1.972 0.207

***

<B>
C4H6N2O | ωB97M-V/def2-TZVPD

Calculated values
net charge	0
HOMO (alpha / beta)	-8.71 / -8.71	eV
HOMO-LUMO gap (alpha / beta)	7.75 / 7.75	eV

CARTESIAN COORDINATES (ANGSTROEM)
C1 -0.488 0.535 1.156
C2 0.168 -0.084 -0.020
C3 1.568 -0.562 0.076
N1 -0.513 -0.271 -1.151
O1 0.308 0.399 -2.063
C4 -1.842 -0.121 -1.276
N2 -2.978 -0.027 -1.445
H1 -1.539 0.247 1.247
H2 -0.460 1.623 1.020
H3 0.005 0.280 2.093
H4 1.880 -1.061 -0.839
H5 1.653 -1.240 0.937
H6 2.239 0.283 0.266

***

<A> is favored, and the nearest alternative lies 0.1598 hartree above it.

***

<A>
C4H6N2O | ωB97M-V/def2-TZVPD

Calculated values
net charge	0
HOMO	-9.11	eV
HOMO-LUMO gap	9.98	eV

CARTESIAN COORDINATES (ANGSTROEM)
C1 -2.353 0.117 0.502
O1 -1.494 -0.119 -0.638
N1 -0.156 -0.031 -0.214
C2 0.620 1.115 -0.148
C3 1.864 0.656 0.145
N2 1.870 -0.736 0.229
C4 0.630 -1.099 -0.058
H1 -2.233 -0.692 1.272
H2 -2.215 1.077 0.999
H3 -3.355 -0.006 0.102
H4 0.172 2.076 -0.243
H5 2.799 1.224 0.299
H6 0.219 -2.092 -0.075

***

<B>
C4H6N2O | ωB97M-V/def2-TZVPD

Calculated values
net charge	0
HOMO (alpha / beta)	-8.99 / -9.74	eV
HOMO-LUMO gap (alpha / beta)	8.36 / 9.42	eV

CARTESIAN COORDINATES (ANGSTROEM)
N1 1.369 -1.190 -1.280
C1 0.903 -0.256 -0.588
O1 1.361 1.002 -0.281
C2 0.320 1.161 0.725
C3 -0.382 -0.066 0.193
C4 -1.350 -0.044 -0.878
N2 -1.149 -0.945 0.959
H1 2.306 -0.971 -1.611
H2 0.722 0.978 1.727
H3 -0.195 2.119 0.666
H4 -1.360 -0.891 -1.546
H5 -1.879 0.863 -1.204
H6 -0.532 -1.753 1.189

***

<A> is favored, and the nearest alternative lies 0.0961 hartree above it.

***

<A>
C4H6N2O | ωB97M-V/def2-TZVPD

Calculated values
net charge	0
HOMO	-8.14	eV
HOMO-LUMO gap	8.97	eV

CARTESIAN COORDINATES (ANGSTROEM)
C1 0.988 0.416 -2.022
O1 0.995 0.684 -0.631
C2 0.063 0.072 0.138
C3 -0.967 -0.879 0.058
N1 -1.385 -1.167 1.357
C4 -0.752 -0.379 2.142
N2 0.171 0.375 1.473
H1 1.130 -0.654 -2.204
H2 1.814 0.980 -2.469
H3 0.044 0.747 -2.463
H4 -1.954 -0.905 -0.375
H5 -1.053 -0.224 3.164
H6 0.872 0.950 1.905

***

<B>
C4H6N2O | ωB97M-V/def2-TZVPD

Calculated values
net charge	0
HOMO	-9.63	eV
HOMO-LUMO gap	10.14	eV

CARTESIAN COORDINATES (ANGSTROEM)
C1 0.780 1.484 -0.632
N1 -0.003 0.817 0.092
C2 -0.256 -0.518 -0.109
C3 -0.676 -1.054 -1.247
C4 -0.135 -1.413 1.064
N2 -0.212 -0.680 2.203
O1 -0.233 -2.615 0.994
H1 1.102 2.548 -0.408
H2 1.049 1.012 -1.578
H3 -1.006 -0.313 -2.001
H4 -1.092 -1.996 -1.370
H5 -0.472 0.255 2.397
H6 -0.467 -1.294 2.961

***

<C>
C4H6N2O | ωB97M-V/def2-TZVPD

Calculated values
net charge	0
HOMO	-7.92	eV
HOMO-LUMO gap	8.16	eV

CARTESIAN COORDINATES (ANGSTROEM)
C1 0.528 -0.852 -0.309
C2 1.183 0.024 0.666
C3 -0.792 0.137 0.560
C4 -1.497 0.965 -0.186
O1 0.346 -2.131 0.181
N1 0.685 -0.726 -1.604
N2 1.831 0.909 1.156
H1 0.185 -2.656 -0.619
H2 0.789 0.228 -1.931
H3 1.479 1.749 1.602
H4 -1.091 -0.213 1.544
H5 -1.203 1.190 -1.207
H6 -2.441 1.377 0.147

***

<B> is favored, and the nearest alternative lies 0.0155 hartree above it.

***

<A>
C5H8O2 | ωB97M-V/def2-TZVPD

Calculated values
net charge	0
HOMO	-9.48	eV
HOMO-LUMO gap	10.00	eV

CARTESIAN COORDINATES (ANGSTROEM)
C1 0.243 -1.817 -0.825
C2 -0.819 -1.198 -0.332
O1 -0.940 -0.923 1.017
C3 -0.860 0.447 1.292
C4 0.567 1.061 1.387
C5 -0.329 1.378 0.267
O2 -0.514 1.956 -0.767
H1 1.071 -2.113 -0.188
H2 0.304 -2.032 -1.887
H3 -1.650 -0.842 -0.942
H4 -1.613 0.793 1.999
H5 0.764 1.825 2.135
H6 1.381 0.355 1.216
H7 1.336 0.213 -2.227
H8 1.058 0.897 -2.144

***

<B>
C5H8O2 | ωB97M-V/def2-TZVPD

Calculated values
net charge	0
HOMO	-9.92	eV
HOMO-LUMO gap	10.61	eV

CARTESIAN COORDINATES (ANGSTROEM)
C1 0.907 -2.441 1.161
C2 0.655 -1.284 0.929
C3 0.473 0.182 0.803
O1 -0.768 0.622 1.351
C4 0.561 0.759 -0.621
C5 -0.635 0.437 -1.521
O2 -1.818 1.095 -1.134
H1 1.254 -3.423 1.410
H2 1.295 0.625 1.391
H3 -1.000 0.086 2.120
H4 0.654 1.852 -0.555
H5 1.488 0.390 -1.069
H6 -0.430 0.762 -2.549
H7 -0.764 -0.657 -1.544
H8 -1.873 0.995 -0.172

***

<C>
C5H8O2 | ωB97M-V/def2-TZVPD

Calculated values
net charge	0
HOMO	-9.99	eV
HOMO-LUMO gap	10.23	eV

CARTESIAN COORDINATES (ANGSTROEM)
O1 -3.290 -0.179 1.319
C1 -2.058 -0.295 1.350
C2 -1.169 -0.348 0.179
C3 0.254 -0.252 0.446
C4 1.022 0.692 -0.401
C5 1.882 0.008 -1.482
O2 1.872 0.527 -2.535
H1 -1.595 -0.539 2.328
H2 -1.344 -1.104 -0.624
H3 -1.478 0.425 -0.657
H4 0.455 -0.057 1.463
H5 0.645 -1.315 0.116
H6 0.347 1.520 -0.740
H7 1.607 1.314 0.252
H8 2.850 -0.395 -1.015

***

<D>
C5H8O2 | ωB97M-V/def2-TZVPD

Calculated values
net charge	0
HOMO	-9.39	eV
HOMO-LUMO gap	10.48	eV

CARTESIAN COORDINATES (ANGSTROEM)
C1 -1.454 -0.362 0.440
C2 -0.391 -1.429 0.701
O1 0.898 -1.072 0.215
C3 0.961 -0.037 -0.716
C4 1.456 1.288 -0.207
C5 0.004 1.100 -0.518
O2 -0.881 0.929 0.547
H1 -1.910 -0.486 -0.554
H2 -2.247 -0.431 1.190
H3 -0.273 -1.574 1.781
H4 -0.705 -2.387 0.262
H5 1.220 -0.353 -1.726
H6 1.725 1.316 0.844
H7 2.049 1.917 -0.865
H8 -0.430 1.595 -1.389

***

<D> is favored, and the nearest alternative lies 0.0112 hartree above it.

***

<A>
C8H12N2OS | ωB97M-V/def2-TZVPD

Calculated values
net charge	0
HOMO	-8.91	eV
HOMO-LUMO gap	8.90	eV

CARTESIAN COORDINATES (ANGSTROEM)
C1 -1.359 3.633 -0.308
C2 -1.040 2.665 1.014
C3 -0.944 1.276 0.642
C4 0.364 1.158 -0.378
O1 0.962 -0.253 -0.542
C5 0.109 -1.198 -0.699
S1 -1.222 -1.269 -1.586
N1 0.663 -2.459 -0.366
C6 1.795 -2.585 0.410
C7 2.107 -3.884 0.578
N2 1.012 -4.643 0.045
C8 0.218 -3.804 -0.459
H1 -1.457 4.696 -0.260
H2 -0.532 3.374 -1.017
H3 -2.392 3.313 -0.908
H4 -0.057 2.939 1.347
H5 -1.786 2.863 1.760
H6 -1.834 0.501 0.071
H7 -0.807 0.601 1.775
H8 0.214 1.586 -1.407
H9 1.255 1.591 0.007
H10 2.368 -1.874 0.729
H11 3.123 -4.341 0.635
H12 -0.758 -3.885 -1.084

***

<B>
C8H12N2OS | ωB97M-V/def2-TZVPD

Calculated values
net charge	0
HOMO	-9.41	eV
HOMO-LUMO gap	9.92	eV

CARTESIAN COORDINATES (ANGSTROEM)
N1 -2.804 -2.082 -1.204
C1 -2.679 -1.026 -0.753
C2 -2.611 0.316 -0.380
N2 -1.133 0.932 -1.231
C3 -0.265 1.440 -0.117
C4 1.151 1.353 -0.564
C5 1.764 -0.027 -0.576
C6 1.572 -0.809 0.744
O1 2.157 -2.136 0.634
C7 0.074 -0.868 0.996
C8 -0.551 0.600 1.106
S1 -2.357 0.536 1.335
H1 -3.473 0.699 -0.839
H2 -0.914 0.088 -1.738
H3 -0.438 2.452 0.122
H4 1.685 2.061 0.125
H5 1.302 1.761 -1.480
H6 1.618 -0.648 -1.392
H7 2.788 0.212 -0.567
H8 2.006 -0.440 1.682
H9 2.006 -2.628 -0.193
H10 -0.345 -1.604 0.269
H11 -0.231 -1.261 2.021
H12 -0.322 1.079 2.002

***

<B> is favored, and the nearest alternative lies 0.0637 hartree above it.

***

<A>
C6H12 | ωB97M-V/def2-TZVPD

Calculated values
net charge	0
HOMO	-7.26	eV
HOMO-LUMO gap	6.75	eV

CARTESIAN COORDINATES (ANGSTROEM)
C1 2.609 -0.080 0.445
C2 1.419 0.096 -0.524
C3 0.155 -0.583 -0.062
C4 -1.043 0.051 0.147
C5 -1.361 1.374 -0.215
C6 -2.233 -0.884 0.481
H1 3.442 0.629 0.256
H2 3.049 -1.093 0.485
H3 2.416 0.058 1.501
H4 1.129 1.150 -0.456
H5 1.813 -0.114 -1.521
H6 -1.274 0.294 -1.731
H7 0.075 -1.650 0.137
H8 -0.498 2.070 -0.107
H9 -2.285 1.758 -0.606
H10 -3.107 -0.235 0.492
H11 -2.201 -1.685 -0.261
H12 -2.104 -1.156 1.536

***

<B>
C6H12 | ωB97M-V/def2-TZVPD

Calculated values
net charge	0
HOMO	-9.37	eV
HOMO-LUMO gap	10.56	eV

CARTESIAN COORDINATES (ANGSTROEM)
C1 -2.299 -1.634 0.068
C2 -1.363 -0.860 0.634
C3 0.110 -1.015 0.434
C4 0.883 0.239 1.005
C5 1.090 1.496 0.075
C6 0.803 1.155 -1.394
H1 -1.943 -2.325 -0.691
H2 -3.353 -1.612 0.274
H3 -1.698 -0.009 1.207
H4 0.495 -1.944 0.872
H5 0.342 -1.181 -0.618
H6 0.331 0.543 1.898
H7 1.848 -0.223 1.186
H8 2.174 1.636 0.065
H9 0.525 2.359 0.393
H10 0.960 2.015 -2.069
H11 -0.269 1.048 -1.571
H12 1.363 0.312 -1.768

***

<B> is favored, and the nearest alternative lies 0.1499 hartree above it.

***

<A>
C3H11N3O | ωB97M-V/def2-TZVPD

Calculated values
net charge	0
HOMO	-8.91	eV
HOMO-LUMO gap	8.89	eV

CARTESIAN COORDINATES (ANGSTROEM)
H1 2.340 0.297 1.179
N1 1.430 0.505 0.756
C1 0.596 0.419 1.748
N2 1.025 0.621 3.100
H2 -0.157 -0.372 1.736
H3 2.034 0.722 3.015
H4 0.629 1.486 3.454
N3 -1.128 -2.083 -1.877
C2 -0.282 -0.917 -1.631
C3 -1.149 0.268 -1.219
O1 -0.440 1.342 -0.664
H5 -1.581 -2.032 -2.780
H6 -0.619 -2.955 -1.840
H7 0.307 -0.628 -2.515
H8 0.458 -1.139 -0.863
H9 -1.920 -0.111 -0.534
H10 -1.728 0.641 -2.071
H11 0.260 1.030 0.004

***

<B>
C3H11N3O | ωB97M-V/def2-TZVPD

Calculated values
net charge	0
HOMO	-9.00	eV
HOMO-LUMO gap	9.94	eV

CARTESIAN COORDINATES (ANGSTROEM)
C1 2.246 0.302 -0.013
N1 0.995 0.108 -0.708
C2 0.976 -0.224 -1.924
N2 -0.208 -0.526 -2.552
H1 2.530 -0.636 0.476
H2 2.132 1.026 0.789
H3 3.075 0.568 -0.676
H4 1.866 -0.322 -2.556
H5 -1.026 -0.129 -2.108
H6 -0.210 -0.543 -3.554
N3 -1.772 -0.934 1.947
C3 -1.588 0.495 1.914
O1 -1.359 1.044 0.633
H7 -2.733 -1.223 1.864
H8 -1.201 -1.440 1.288
H9 -2.496 0.965 2.283
H10 -0.751 0.747 2.574
H11 -0.475 0.722 0.322

***

<B> is favored, and the nearest alternative lies 0.0875 hartree above it.